Entry 1:
# C18H17FN2OS

A molecular structure, C18H17FN2OS in a non-equilibrium geometry (ωB97M-V with the def2-TZVPD basis set, the Open Molecules 2025 dataset).

Each line ends with the Löwdin charge.
CARTESIAN COORDINATES (ANGSTROEM)
O  -3.80  -0.56  -1.27  0.128
C  -3.32  -0.68  -0.21  -0.583
N  -2.84  0.46  0.49  0.067
H  -2.56  0.17  1.41  0.146
C  -2.71  1.48  -0.23  -0.276
C  -1.35  1.69  -0.45  -0.180
C  -0.91  0.95  -1.44  -0.022
C  0.49  1.15  -2.09  -0.003
C  1.35  1.92  -1.32  -0.137
C  1.00  2.55  -0.13  -0.002
C  -0.44  2.72  0.25  -0.200
F  -0.90  3.30  1.22  0.178
H  1.65  3.01  0.36  0.022
H  2.47  2.02  -1.46  0.127
H  0.85  0.56  -2.95  0.105
H  -1.59  0.46  -2.06  0.098
H  -2.96  2.28  0.69  0.197
H  -3.42  1.68  -0.87  0.102
C  -3.40  -1.89  0.48  -0.230
H  -4.15  -1.85  1.56  0.203
H  -4.02  -2.74  -0.21  0.203
C  -2.22  -2.37  1.08  -0.152
H  -2.16  -3.34  1.42  0.072
H  -1.76  -1.75  1.86  0.044
C  -1.16  -2.31  -0.53  0.028
C  0.26  -1.85  -0.06  -0.707
N  1.20  -2.26  -0.80  0.157
C  2.33  -1.20  -0.45  -0.262
C  3.45  -1.41  -0.93  -0.061
C  4.57  -0.62  -0.46  -0.036
C  4.35  0.32  0.55  -0.082
C  3.08  0.20  1.11  -0.191
C  2.12  -0.51  0.74  -0.465
S  0.44  -0.86  1.26  1.117
H  2.91  0.77  2.11  0.155
H  5.19  1.01  1.02  0.148
H  5.54  -0.58  -1.18  0.148
H  3.68  -1.97  -1.65  0.050
H  -1.01  -3.46  -0.63  0.141
H  -1.73  -1.80  -1.02  -0.049

Calculated values
- E_LUMO: 0.35 eV
- Energy above the lowest of the compared OMol25 structures with the same formula, charge and spin: 8.9952 eV


Entry 2:
# C18H17IN6O3

C18H17IN6O3 in the gas phase in a non-equilibrium geometry (ωB97M-V with the def2-TZVPD basis set, the Open Molecules 2025 dataset).

Each line ends with the Löwdin charge.
CARTESIAN COORDINATES (ANGSTROEM)
C  1.73  3.70  -2.10  -0.064
C  0.59  2.73  -1.45  -0.108
C  1.08  2.14  -0.13  -0.457
O  2.26  1.99  0.14  0.047
N  0.43  1.37  0.76  0.109
C  -0.96  1.16  0.85  -0.113
C  -1.93  2.27  0.80  0.023
C  -3.27  1.98  0.74  -0.188
N  -4.20  3.10  0.44  -0.176
C  -5.64  2.74  0.34  -0.063
C  -3.69  4.28  -0.27  -0.062
C  -3.76  0.65  0.85  -0.004
C  -2.85  -0.35  1.23  0.020
C  -1.44  -0.16  1.18  -0.197
N  -0.58  -1.22  1.39  0.094
N  -1.00  -2.33  1.77  -0.008
C  -0.25  -3.49  1.47  -0.235
C  0.47  -3.99  2.59  -0.511
I  -0.06  -3.22  4.62  0.776
C  1.54  -4.83  2.36  -0.026
C  1.90  -5.30  1.03  -0.174
N  3.02  -6.13  0.97  -0.357
O  3.06  -7.12  1.67  0.117
O  3.89  -5.78  0.13  0.085
C  1.11  -4.96  -0.02  0.062
C  -0.03  -4.08  0.18  -0.121
C  -0.86  -3.87  -0.97  -0.182
N  -1.44  -3.71  -1.95  0.163
H  2.74  3.17  -2.19  0.092
H  1.47  4.05  -3.10  0.056
H  1.84  4.52  -1.37  0.065
H  -0.40  3.16  -1.37  0.077
H  0.40  1.91  -2.11  0.106
H  0.96  1.02  1.54  0.156
H  -1.53  3.32  0.79  0.126
H  -6.05  2.31  1.24  0.084
H  -5.72  2.11  -0.54  0.084
H  -6.18  3.69  0.20  0.086
H  -2.66  4.11  -0.57  0.060
H  -3.77  5.06  0.39  0.060
H  -4.23  4.51  -1.18  0.091
H  -4.74  0.42  0.76  0.062
H  -3.16  -1.33  1.49  0.091
H  2.19  -5.18  3.14  0.108
H  1.22  -5.48  -0.97  0.145

Calculated values
- E_LUMO: -1.18 eV
- Structure (SMILES): CCC(=O)Nc1cc(N(C)C)ccc1/N=N/c1c(I)cc([N+](=O)[O-])cc1C#N


Entry 3:
# C18H17N3O4S

C18H17N3O4S in the gas phase in a non-equilibrium geometry (ωB97M-V with the def2-TZVPD basis set, the Open Molecules 2025 dataset).

Each line ends with the Löwdin charge.
CARTESIAN COORDINATES (ANGSTROEM)
C  3.61  -6.69  3.54  -0.082
O  3.56  -5.31  3.24  -0.060
C  2.55  -4.85  2.47  -0.197
C  1.53  -5.62  1.94  -0.014
C  0.53  -5.05  1.16  -0.041
C  0.54  -3.68  0.90  -0.215
C  -0.50  -3.09  0.09  -0.079
N  -0.48  -1.86  -0.20  0.071
O  -1.53  -1.43  -1.01  -0.116
C  -1.52  -0.03  -1.13  -0.182
C  -2.00  0.65  0.14  -0.434
O  -2.31  0.05  1.14  0.112
N  -2.06  2.03  0.14  0.122
C  -1.80  2.99  -0.79  -0.563
N  -1.98  4.23  -0.51  0.108
C  -1.67  5.05  -1.56  -0.318
C  -1.76  6.44  -1.56  -0.017
C  -1.40  7.12  -2.70  -0.087
C  -0.95  6.45  -3.84  -0.094
C  -0.85  5.08  -3.85  -0.097
C  -1.21  4.38  -2.71  -0.465
S  -1.19  2.66  -2.43  1.101
C  1.57  -2.89  1.44  0.041
C  2.56  -3.45  2.22  -0.190
O  3.59  -2.77  2.78  -0.063
C  3.65  -1.38  2.59  -0.081
H  4.49  -6.82  4.16  0.095
H  2.72  -7.01  4.10  0.097
H  3.71  -7.29  2.63  0.097
H  1.50  -6.68  2.12  0.104
H  -0.25  -5.67  0.76  0.110
H  -1.30  -3.75  -0.26  0.136
H  -2.20  0.20  -1.96  0.115
H  -0.51  0.32  -1.37  0.103
H  -2.39  2.42  1.02  0.165
H  -2.11  6.94  -0.68  0.112
H  -1.47  8.20  -2.72  0.102
H  -0.68  7.02  -4.71  0.101
H  -0.50  4.55  -4.73  0.106
H  1.54  -1.84  1.23  0.106
H  4.53  -1.04  3.13  0.094
H  2.76  -0.88  2.99  0.099
H  3.76  -1.13  1.53  0.098

Calculated values
- E_LUMO: 0.52 eV
- Energy above the lowest of the compared OMol25 structures with the same formula, charge and spin: 3.2546 eV
- Structure (SMILES): COc1ccc(/C=N/OCC(=O)Nc2nc3ccccc3s2)cc1OC


Entry 4:
# C18H17N3O5S

C18H17N3O5S in the gas phase in a non-equilibrium geometry (ωB97M-V with the def2-TZVPD basis set, the Open Molecules 2025 dataset).

Each line ends with the Löwdin charge.
CARTESIAN COORDINATES (ANGSTROEM)
C  -3.58  -1.92  -2.49  -0.053
C  -2.31  -1.08  -2.44  -0.197
O  -1.18  -1.88  -2.11  0.015
C  -0.88  -2.08  -0.84  -0.480
O  -1.47  -1.61  0.10  0.123
C  0.32  -3.00  -0.71  -0.018
C  1.46  -2.27  -0.09  -0.379
C  2.26  -2.73  0.91  -0.356
S  3.48  -1.57  1.31  1.048
C  2.79  -0.53  0.06  -0.615
N  3.35  0.70  -0.16  0.111
C  2.79  1.81  -0.78  -0.405
O  3.52  2.70  -1.16  0.104
C  1.31  1.88  -0.86  -0.130
C  0.75  2.53  -1.96  -0.008
C  -0.62  2.71  -2.01  -0.053
C  -1.43  2.27  -0.97  -0.001
C  -0.87  1.61  0.11  -0.146
N  -1.69  1.10  1.15  0.108
C  -1.26  0.95  2.47  -0.398
O  -0.21  1.33  2.91  0.112
C  -2.37  0.28  3.25  -0.060
C  -3.42  -0.08  2.21  -0.066
C  -2.96  0.59  0.94  -0.419
O  -3.59  0.68  -0.08  0.090
C  0.51  1.43  0.17  0.048
N  1.79  -1.03  -0.56  0.128
H  -4.41  -1.29  -2.78  0.081
H  -3.47  -2.73  -3.21  0.076
H  -3.79  -2.34  -1.51  0.077
H  -2.42  -0.28  -1.70  0.084
H  -2.08  -0.65  -3.42  0.128
H  0.60  -3.34  -1.72  0.131
H  0.06  -3.86  -0.09  0.132
H  2.22  -3.67  1.42  0.068
H  4.33  0.80  0.06  0.151
H  1.39  2.89  -2.75  0.120
H  -1.07  3.22  -2.85  0.107
H  -2.50  2.43  -1.02  0.113
H  -1.96  -0.59  3.77  0.129
H  -2.73  0.97  4.00  0.130
H  -3.46  -1.15  2.01  0.127
H  -4.43  0.26  2.47  0.128
H  0.95  0.96  1.04  0.115

Calculated values
- E_LUMO: 0.40 eV
- Energy above the lowest of the compared OMol25 structures with the same formula, charge and spin: 0.0379 eV
- Structure (SMILES): CCOC(=O)Cc1csc(NC(=O)c2cccc(N3C(=O)CCC3=O)c2)n1


Entry 5:
# C18H17N3O5S

C18H17N3O5S in the gas phase in a non-equilibrium geometry (ωB97M-V with the def2-TZVPD basis set, the Open Molecules 2025 dataset).

Each line ends with the Löwdin charge.
CARTESIAN COORDINATES (ANGSTROEM)
C  -4.64  -3.41  -0.20  -0.046
O  -3.96  -2.24  0.22  -0.085
C  -2.64  -2.15  0.01  -0.264
C  -1.82  -3.11  -0.59  0.019
C  -0.47  -2.87  -0.73  0.012
C  0.12  -1.69  -0.25  -0.117
C  1.59  -1.52  -0.46  -0.417
O  2.17  -2.08  -1.37  0.080
N  2.18  -0.72  0.47  0.137
C  3.53  -0.34  0.58  -0.217
C  3.88  0.46  1.66  -0.033
C  5.19  0.87  1.82  -0.090
C  6.16  0.49  0.91  -0.100
C  5.81  -0.31  -0.17  -0.079
C  4.50  -0.72  -0.34  -0.013
C  -0.70  -0.73  0.33  -0.003
C  -2.05  -0.96  0.45  -0.176
S  -3.20  0.22  1.17  0.695
O  -3.66  -0.27  2.43  -0.261
O  -4.13  0.65  0.18  -0.251
N  -2.15  1.49  1.56  -0.036
C  -1.85  2.48  0.65  -0.394
C  -1.87  2.35  -0.76  0.034
C  -1.45  3.57  -1.20  -0.309
C  -1.24  4.12  -2.56  0.002
O  -1.19  4.35  -0.14  0.003
N  -1.45  3.67  1.01  0.104
H  -5.68  -3.24  0.07  0.102
H  -4.26  -4.30  0.31  0.101
H  -4.57  -3.54  -1.29  0.102
H  -2.23  -4.03  -0.96  0.112
H  0.17  -3.59  -1.20  0.126
H  1.60  -0.37  1.22  0.131
H  3.13  0.76  2.37  0.109
H  5.46  1.49  2.66  0.103
H  7.18  0.81  1.03  0.099
H  6.55  -0.61  -0.89  0.104
H  4.23  -1.34  -1.18  0.098
H  -0.31  0.22  0.67  0.110
H  -2.21  1.81  2.52  0.132
H  -2.17  1.49  -1.33  0.111
H  -1.49  3.38  -3.30  0.087
H  -1.87  5.00  -2.70  0.090
H  -0.20  4.43  -2.68  0.090

Calculated values
- E_LUMO: 0.32 eV
- Energy above the lowest of the compared OMol25 structures with the same formula, charge and spin: 3.6998 eV
- Structure (SMILES): COc1ccc(C(=O)Nc2ccccc2)cc1S(=O)(=O)Nc1cc(C)on1


Entry 6:
# C18H17NO4

C18H17NO4 in the gas phase in a non-equilibrium geometry (ωB97M-V with the def2-TZVPD basis set, the Open Molecules 2025 dataset).

Each line ends with the Löwdin charge.
CARTESIAN COORDINATES (ANGSTROEM)
C  -0.46  4.65  -1.28  -0.089
C  -1.93  4.63  -1.76  -0.208
C  -2.32  3.22  -2.18  -0.214
O  -2.19  2.41  -1.02  -0.077
N  -2.36  1.04  -1.39  0.026
C  -2.95  0.30  -0.29  -0.327
O  -4.09  0.03  -0.18  0.183
C  -1.81  -0.07  0.60  -0.081
C  -1.80  -0.53  1.91  0.027
C  -0.56  -0.76  2.50  -0.005
C  0.64  -0.55  1.82  -0.173
C  1.93  -0.79  2.57  -0.148
O  2.96  -1.39  1.80  -0.044
C  2.58  -2.47  1.04  -0.292
C  3.01  -2.50  -0.29  -0.016
C  2.66  -3.54  -1.14  -0.071
C  1.87  -4.58  -0.65  -0.091
C  1.46  -4.56  0.68  -0.076
C  1.81  -3.52  1.53  -0.013
C  0.60  -0.10  0.50  0.076
C  -0.63  0.12  -0.08  -0.064
C  -0.98  0.56  -1.46  -0.333
O  -0.36  0.49  -2.46  0.180
H  -0.38  4.94  -0.23  0.068
H  0.02  3.69  -1.40  0.062
H  0.13  5.35  -1.86  0.067
H  -2.56  4.89  -0.92  0.105
H  -2.08  5.30  -2.59  0.107
H  -3.34  3.18  -2.55  0.124
H  -1.66  2.90  -2.99  0.123
H  -2.72  -0.67  2.45  0.124
H  -0.54  -1.12  3.52  0.118
H  1.71  -1.35  3.48  0.119
H  2.31  0.17  2.89  0.139
H  3.62  -1.68  -0.65  0.118
H  3.00  -3.50  -2.16  0.103
H  1.58  -5.38  -1.30  0.098
H  0.86  -5.38  1.03  0.102
H  1.48  -3.51  2.56  0.116
H  1.51  0.06  -0.05  0.137

Calculated values
- E_LUMO: -0.26 eV
- Energy above the lowest of the compared OMol25 structures with the same formula, charge and spin: 3.5648 eV
- Structure (SMILES): CCCON1C(=O)c2ccc(COc3ccccc3)cc2C1=O